Density functional theory data (ωB97M-V/def2-TZVPD) for a molecular structure, C4H7N3.

Kohn-Sham gap: 0.386 hartree
HOMO energy: -10.12 eV
Energy: -320.78697 Ha

Each line ends with the Löwdin charge.
Atoms and positions in Å:
C1 0.17667 -0.24470 -0.51642  -0.443
C2 -1.19767 -0.74507 -0.95702  -0.061
C3 0.19559 -0.02013 0.98394  -0.317
N1 0.53560 0.97166 -1.23172  0.053
N2 -0.72325 0.25600 1.75133  0.205
C4 1.94078 -0.61447 1.74126  -0.072
N3 1.89177 0.53227 1.45839  0.023
H1 0.92856 -1.00131 -0.74523  0.131
H2 -0.11725 1.71841 -1.01826  0.084
H3 1.46337 1.28844 -0.97257  0.067
H4 -0.49204 0.45091 2.71944  0.088
H5 -1.45967 -1.66973 -0.44397  0.082
H6 -1.17565 -0.91823 -2.03180  0.081
H7 -1.96681 -0.00405 -0.73738  0.077

Density functional theory data (ωB97M-V/def2-TZVPD) for 5 unconnected molecules or ions with the total composition C28H60FN7O6P at a distorted geometry.

Kohn-Sham gap: 0.240 hartree
Total charge: +1
HOMO energy: -10.49 eV
Energy: -2378.33760 Ha

Each line ends with the Löwdin charge.
Atoms and positions in Å:
C1 5.60692 -2.64375 -0.39676  -0.262
P1 5.58242 -0.94971 0.39507  0.888
O1 7.19266 -0.70453 0.87438  -0.305
N1 5.29727 0.34626 -0.78770  -0.226
C2 6.00296 0.04233 -2.09440  -0.138
C3 4.83938 -0.59155 -3.00117  -0.122
N2 3.70392 -0.63414 -2.03043  0.099
C4 3.95392 0.52266 -1.24186  -0.272
N3 3.16901 1.52345 -0.98295  0.031
F1 3.56262 2.52543 -0.17804  0.131
C5 1.81590 1.58301 -1.56608  0.002
C6 0.70034 0.91269 -0.68037  -0.313
O2 0.36942 1.32630 0.39463  0.141
C7 -0.00619 -0.32626 -1.29691  -0.139
C8 -0.17685 -0.42656 -2.75446  -0.056
C9 -0.78538 -1.55199 -3.43128  -0.036
C10 -1.26371 -2.68323 -2.59359  -0.019
C11 -1.12536 -2.55129 -1.14984  -0.069
C12 -0.51860 -1.41352 -0.47632  -0.008
H1 4.61280 -3.11776 -0.19889  0.045
H2 5.90537 -2.66839 -1.47627  0.035
H3 6.36349 -3.27877 0.14560  0.063
H4 7.51624 0.13134 0.47819  0.053
H5 6.97238 -0.50131 -2.02996  0.131
H6 6.06860 1.07108 -2.54780  0.127
H7 5.06035 -1.57325 -3.49681  0.130
H8 4.53756 0.12795 -3.80628  0.124
H9 2.76088 -0.75353 -2.41090  0.126
H10 1.55291 2.67265 -1.66276  0.169
H11 1.89083 1.17327 -2.60260  0.120
H12 0.18531 0.42730 -3.37322  0.099
H13 -0.83547 -1.52423 -4.54566  0.097
H14 -1.70358 -3.57236 -3.10221  0.108
H15 -1.47569 -3.38179 -0.49266  0.111
H16 -0.45768 -1.39626 0.63753  0.127
C13 -4.92246 -0.10574 1.76860  -0.070
C14 -5.52144 -1.50877 1.73829  -0.425
C15 -4.86928 -2.43221 0.69316  -0.205
O3 -5.26894 -2.18282 -0.64695  -0.185
C16 -4.59187 -1.10743 -1.27144  -0.104
N4 -6.97098 -1.40342 1.53954  0.042
H17 -5.26258 0.51401 0.93781  0.066
H18 -5.21114 0.40902 2.68654  0.075
H19 -3.83002 -0.14439 1.74133  0.072
H20 -5.34446 -1.95594 2.72187  0.137
H21 -5.18772 -3.45756 0.90518  0.123
H22 -3.77434 -2.42217 0.77785  0.106
H23 -3.55176 -1.02950 -0.94210  0.071
H24 -5.12055 -0.16963 -1.08808  0.079
H25 -4.60201 -1.28422 -2.34943  0.078
H26 -7.38139 -2.33086 1.62110  0.074
H27 -7.12698 -1.15612 0.56363  0.070
C17 7.63548 4.25899 3.42190  -0.068
C18 6.62099 3.53292 2.54386  -0.428
C19 5.16251 3.94746 2.81400  -0.210
O4 4.60301 3.39499 3.99344  -0.189
C20 4.94406 4.08048 5.18856  -0.098
N5 6.80957 2.08467 2.69779  0.047
H28 7.66292 3.87002 4.43980  0.067
H29 8.64052 4.14428 3.01138  0.078
H30 7.41804 5.32868 3.47088  0.081
H31 6.84665 3.79792 1.50486  0.132
H32 4.54742 3.56342 1.99313  0.099
H33 5.04691 5.03833 2.80524  0.122
H34 5.03593 5.15865 5.03207  0.093
H35 5.86798 3.67710 5.60733  0.077
H36 4.14940 3.90185 5.91454  0.090
H37 6.20222 1.60387 2.03738  0.031
H38 6.42923 1.82516 3.60676  0.079
C21 -4.53679 -3.26664 -8.17098  -0.069
C22 -4.96683 -3.34714 -6.70910  -0.427
C23 -3.95585 -2.71644 -5.73380  -0.199
O5 -2.80128 -3.51079 -5.48547  -0.220
C24 -1.79072 -3.41998 -6.46646  -0.119
N6 -5.24401 -4.74774 -6.37218  0.043
H39 -3.76655 -3.99671 -8.42243  0.065
H40 -5.38715 -3.46494 -8.82553  0.080
H41 -4.15645 -2.27108 -8.41464  0.078
H42 -5.90059 -2.78372 -6.61663  0.138
H43 -4.44928 -2.60877 -4.76278  0.114
H44 -3.66815 -1.70570 -6.05037  0.119
H45 -1.72876 -2.41400 -6.89333  0.091
H46 -1.95309 -4.15912 -7.25275  0.080
H47 -0.83869 -3.65614 -5.98415  0.083
H48 -5.62798 -4.78894 -5.43071  0.075
H49 -4.34750 -5.22413 -6.28768  0.070
C25 -2.46446 3.43713 6.74288  -0.073
C26 -3.06358 2.03411 6.70928  -0.430
C27 -2.41666 1.11220 5.65872  -0.205
O6 -2.82339 1.36676 4.32120  -0.207
C28 -2.14663 2.44176 3.69367  -0.104
N7 -4.51396 2.14184 6.51617  0.041
H50 -2.80759 4.05946 5.91580  0.064
H51 -2.75119 3.94770 7.66412  0.078
H52 -1.37238 3.39890 6.71147  0.077
H53 -2.88330 1.58359 7.69058  0.136
H54 -2.73681 0.08720 5.87003  0.120
H55 -1.32217 1.11871 5.73752  0.118
H56 -1.10376 2.51543 4.01518  0.090
H57 -2.66977 3.38165 3.88173  0.077
H58 -2.16628 2.26589 2.61588  0.079
H59 -4.92507 1.21458 6.59617  0.073
H60 -4.67317 2.39254 5.54158  0.068

Density functional theory data (ωB97M-V/def2-TZVPD) for a molecular structure, C4H3NO4Zn at a distorted geometry.

Kohn-Sham gap: 0.336 hartree
Total charge: +2
HOMO energy: -18.90 eV
Energy: -2288.60286 Ha

Each line ends with the Löwdin charge.
Atoms and positions in Å:
O1 -0.24584 -2.47643 -1.58786  0.244
C1 0.06253 -1.71831 -0.78971  0.094
Zn1 0.71124 -0.05939 0.35472  0.569
O2 -3.84096 0.19317 -3.45254  0.044
C2 -3.47268 0.06995 -2.38218  -0.013
C3 2.83522 0.07191 -0.22012  0.109
O3 3.82987 0.19950 -0.79463  0.227
C4 -0.02802 1.69140 -0.52704  0.105
O4 -0.42930 2.60606 -1.12208  0.232
N1 0.18673 -0.14174 2.35591  0.086
H1 0.93892 -0.60294 2.85455  0.092
H2 -0.67688 -0.64246 2.57212  0.106
H3 0.12917 0.80930 2.73886  0.105